Entry 1:
Formula: C49H54MoN5O2
Source: the OMol25 dataset
Level of theory: ωB97M-V/def2-TZVPD

```
111
Properties=species:S:1:pos:R:3:forces:R:3
Mo -0.15579 0.74658 0.44266 -0.4 3.4 0.1
C -5.08999 -1.26447 1.15607 0.2 0.3 -0.3
C -4.53637 0.00555 0.42875 -0.1 -0.4 -0.2
C -5.73369 0.97853 0.18219 -0.1 -0.6 1.7
C -4.00939 -0.26892 -0.96698 0.2 -0.4 -0.1
C -4.87999 -0.96865 -1.79925 0.7 0.1 0.4
C -4.63806 -1.05494 -3.15236 -0.7 -0.6 0.2
C -3.61692 -0.39187 -3.74225 3.2 1.8 0.2
C -2.61826 0.28126 -2.94081 -1.8 0.1 -0.2
C -1.55888 1.17941 -3.57272 0.5 0.2 0.9
C -0.42588 0.34001 -4.19153 -0.7 -1.2 -0.1
C -2.08637 2.35900 -4.41396 -1.3 -2.2 -0.6
C -2.84086 0.28759 -1.53332 -0.2 -1.1 -0.5
N -1.98687 1.09511 -0.68528 1.2 -0.8 0.8
C -2.46483 2.39984 -0.80588 -1.2 2.8 -2.1
O -3.45835 2.80333 -1.45145 2.5 -1.8 2.3
C -1.46191 3.41907 -0.38667 -0.3 2.7 0.6
C -1.63506 4.85410 -0.54283 1.1 -2.6 0.1
C -0.51909 5.67113 -0.31865 -0.1 -1.2 0.0
C 0.74041 5.09056 -0.08487 -0.4 -0.8 0.0
C 0.78594 3.70517 0.04837 0.5 -0.7 0.3
N -0.30808 2.92705 0.04209 -0.3 -0.4 -1.1
C 2.04576 2.87200 0.19131 1.6 3.7 1.1
O 3.10540 3.50957 0.28657 -2.0 -2.3 -0.4
N 1.84442 1.50813 0.34784 -1.9 -1.7 -0.1
C 3.03299 0.67901 0.37187 0.8 -0.6 1.0
C 3.81671 0.56049 1.55958 -1.0 0.6 -0.7
C 4.97252 -0.21799 1.51157 0.9 0.6 1.0
C 5.31658 -0.95428 0.40557 0.6 -0.5 0.5
C 4.52185 -0.88392 -0.70307 -0.4 0.2 -1.2
C 3.47492 0.02087 -0.78982 -0.5 0.1 -0.4
C 2.94044 0.44195 -2.15171 0.6 0.0 0.2
C 3.37559 -0.46034 -3.29583 -1.8 -0.4 -1.5
C 3.43557 1.86604 -2.46452 -0.2 1.9 0.7
C 3.52510 1.38361 2.80353 -1.5 -1.5 0.9
C 3.49805 0.37615 4.03304 -0.4 -0.1 -0.9
C 4.57909 2.44746 2.87251 0.6 0.0 -0.6
H -5.26246 -0.92448 2.17856 -0.4 -0.3 0.1
H -4.41018 -2.14940 1.19482 -0.3 0.7 -0.2
H -6.05872 -1.57171 0.69101 0.8 0.2 0.6
H -3.73249 0.47882 1.05088 -0.7 -0.2 -0.4
H -6.52531 0.48295 -0.41929 0.4 0.3 0.8
H -5.41531 1.81493 -0.36391 0.5 1.2 -1.0
H -6.08498 1.40418 1.15529 -0.2 -0.7 -0.7
H -5.75581 -1.39675 -1.33451 -0.1 -0.2 -0.3
H -5.26763 -1.64857 -3.76617 -0.8 -0.3 -0.4
H -3.50630 -0.29531 -4.83084 -0.1 -0.4 0.5
H -1.14298 1.75194 -2.73248 0.5 -0.4 0.1
H -0.83392 -0.45635 -4.89623 0.5 1.1 0.7
H 0.14022 -0.19668 -3.40890 -0.3 0.0 -0.1
H 0.33274 0.92618 -4.67594 0.1 0.4 -0.6
H -2.50947 1.94795 -5.35570 -0.1 0.5 0.5
H -1.25664 2.95596 -4.69568 0.7 0.9 -0.1
H -2.85722 2.87987 -3.82894 0.3 0.1 -0.5
H -2.58755 5.15100 -0.92984 -0.3 0.5 0.1
H -0.57415 6.73073 -0.36822 -0.3 0.7 -0.2
H 1.65964 5.67194 -0.02595 -0.2 -0.2 0.0
H 5.73179 -0.17256 2.32781 -1.0 -0.1 -0.4
H 6.24255 -1.53977 0.42307 -0.5 0.1 -0.1
H 4.74552 -1.43968 -1.60129 0.3 0.0 0.0
H 1.86147 0.48910 -2.02975 -0.6 -0.2 -0.5
H 4.40773 -0.34316 -3.55538 0.7 0.1 0.1
H 2.82259 -0.21624 -4.27056 0.6 -0.1 1.4
H 3.19017 -1.52814 -3.12167 0.0 0.1 0.1
H 4.41994 2.11832 -1.98748 -0.8 -0.5 -0.5
H 2.74012 2.68702 -2.09223 0.7 -1.1 -0.5
H 3.51738 2.04781 -3.54007 0.0 -0.2 0.1
H 2.49909 1.87177 2.76525 1.1 -0.5 -0.2
H 3.93447 -0.57866 3.70979 0.0 0.3 0.2
H 2.45409 0.10356 4.35561 1.0 0.7 0.0
H 4.14274 0.75102 4.82283 -0.4 0.0 0.4
H 5.57310 2.01550 3.06258 -0.3 0.2 -0.3
H 4.40457 3.17968 3.63027 -0.3 0.5 0.6
H 4.52325 2.91750 1.88467 0.7 0.3 0.4
C 1.71033 -5.17834 -2.46926 1.2 -1.1 0.7
C 2.14773 -4.58400 -1.27110 -0.5 -0.3 -0.2
C 1.52776 -3.44785 -0.82152 1.4 -0.7 1.5
C 0.38705 -2.92661 -1.43051 -1.0 3.0 -0.5
C 0.00760 -3.49298 -2.68210 -0.8 0.1 -0.9
C 0.68860 -4.59705 -3.20080 -1.2 1.0 -0.1
C -0.28880 -1.68291 -0.95329 0.1 -4.3 -4.3
C -0.19814 -1.22943 0.30465 0.7 0.8 2.7
C -0.00497 -2.21134 1.37422 -0.1 -0.5 1.5
C 0.78434 -2.02331 2.53883 0.5 0.5 -0.5
C 0.98642 -3.02315 3.48727 -0.5 0.1 -0.5
C 0.14859 -4.13886 3.47365 -0.1 -0.6 0.0
C -0.66709 -4.35790 2.35957 -1.1 -0.2 -0.1
C -0.70894 -3.42876 1.31596 -0.2 -0.8 -0.5
H 2.22274 -6.13291 -2.74996 -0.7 1.0 -0.2
H 2.89886 -5.05393 -0.63571 0.1 0.2 -0.5
H 2.00534 -3.04449 0.06624 -0.5 0.4 0.0
H -0.89546 -3.06852 -3.21123 1.2 -0.5 0.5
H 0.36752 -4.98306 -4.16024 0.1 -0.2 0.1
H -1.00219 -1.25319 -1.67194 0.2 0.0 0.1
H 1.30349 -1.07410 2.60173 0.4 -0.1 0.2
H 1.78555 -3.01480 4.21243 -0.1 0.6 0.3
H 0.16518 -4.83715 4.33624 0.0 0.4 -0.9
H -1.36992 -5.22851 2.29365 1.0 0.8 0.2
H -1.25592 -3.70204 0.40614 -0.1 0.2 0.5
C -2.33111 -0.79984 5.22838 0.6 0.2 0.1
N -1.76916 0.20127 4.29706 0.0 0.7 -2.3
C -1.24490 1.48094 4.53484 0.7 0.3 0.5
C -0.68884 1.93599 3.34636 -1.5 -1.9 1.4
N -0.94971 0.95007 2.38458 0.6 0.1 -1.2
C -1.66422 -0.02767 2.95671 0.6 -1.2 1.9
H -1.80485 -0.65707 6.16397 0.0 -0.1 0.2
H -2.09234 -1.82190 4.86397 -0.4 0.8 0.1
H -3.38388 -0.59394 5.38686 -0.1 -0.3 -0.1
H -1.25417 1.96046 5.56677 0.0 -0.8 -1.7
H -0.21387 2.84989 3.11639 0.4 0.7 -0.1
H -1.89739 -1.02646 2.53007 0.0 1.2 0.2
```
Positions in Å, forces in eV/Å.

Values from the calculation:
HOMO level (alpha / beta)	-15.707 / -15.707	eV
net charge	+3
lowest unoccupied orbital energy (alpha / beta)	-11.81 / -11.81	eV
HOMO-LUMO gap (alpha / beta)	0.1432 / 0.1433	Ha

Mulliken atomic charge list, values in e, 99 entries: -1.90 -1.48 0.78 -1.40 0.70 -0.64 -1.54 -0.52 0.83 0.95 -0.82 -1.86 -1.13 2.97 0.11 -0.52 -0.59 -0.96 -0.75 -0.70 -0.35 0.99 -0.34 -0.55 2.36 -0.38 0.48 -0.13 -1.54 -0.51 -0.55 2.90 -2.11 -1.31 1.06 -1.17 -1.59 0.45 0.21 0.47 -0.26 0.39 0.40 0.41 0.44 0.48 0.48 -0.61 0.29 -0.02 0.53 0.37 0.52 0.37 0.67 0.56 0.63 0.42 0.48 0.62 -1.53 0.64 0.34 0.37 0.25 0.23 0.53 -0.31 0.32 0.13 0.46 0.43 0.48 0.36 -0.45 -0.97 0.16 0.02 -0.41 -0.85 1.12 2.15 -0.03 1.35 -0.85 -0.74 -0.86 -0.27 0.45 0.50 0.39 0.44 0.51 -0.73 -0.14 0.57 0.44 0.45 0.44

***

Entry 2:
Formula: C49H59AlBrFN3P2
Source: the OMol25 dataset
Level of theory: ωB97M-V/def2-TZVPD

```
116
Properties=species:S:1:pos:R:3:forces:R:3
Al -1.01839 -0.09007 -0.32037 -0.2 -0.2 -0.1
C 0.18504 2.89040 1.69005 0.0 0.1 -0.1
C -1.04846 3.78289 1.72596 0.1 -0.1 0.1
C -1.42632 4.10636 3.18230 0.0 -0.1 -0.1
C -2.30008 3.32974 0.97522 -0.1 0.1 0.1
C -3.09446 4.41031 0.56617 0.0 0.0 0.0
C -4.37753 4.25958 0.09207 0.0 0.0 0.0
C -4.92181 2.98755 0.03564 0.0 0.0 0.0
C -4.16076 1.87370 0.35357 0.0 -0.1 0.0
C -4.82250 0.51169 0.17234 0.0 0.0 0.0
C -5.37004 0.32248 -1.24609 0.1 0.0 0.0
C -5.94364 0.31979 1.19975 0.0 0.0 0.0
C -2.81773 2.03989 0.78805 -0.3 -0.1 -0.1
N -2.05509 0.80944 0.96247 0.0 -0.2 0.2
C -2.50166 0.13175 2.12618 -0.5 0.1 -0.2
C -3.06120 0.80196 3.22035 -0.1 0.0 0.0
C -3.46656 0.12604 4.36065 0.0 0.1 0.0
C -3.35877 -1.25268 4.45157 0.0 0.0 0.0
C -2.84135 -1.95468 3.37279 -0.2 0.1 0.0
C -2.43235 -1.24687 2.26824 -0.5 -0.1 -0.3
F -1.94547 -1.94015 1.19767 -0.2 0.0 0.0
H 0.83164 3.12275 2.53770 0.1 0.0 0.0
H 0.77010 3.06640 0.78818 -0.1 0.0 0.0
H -0.07558 1.83723 1.73694 0.0 0.1 0.2
H -0.76440 4.73044 1.26171 0.0 0.0 0.0
H -1.56145 3.19058 3.76039 0.0 0.0 0.0
H -2.34413 4.69102 3.24125 0.0 0.0 0.0
H -0.62514 4.67874 3.65177 0.0 0.0 0.0
H -2.67791 5.40699 0.65323 0.0 0.0 0.0
H -4.95033 5.12174 -0.22320 0.0 0.0 0.1
H -5.94886 2.85698 -0.27973 0.0 0.0 0.0
H -4.08508 -0.27278 0.32372 0.0 0.0 0.0
H -6.13622 1.06024 -1.48650 0.0 0.0 0.0
H -5.82200 -0.66640 -1.33427 0.0 0.0 0.0
H -4.58023 0.39227 -1.99664 0.0 0.0 0.0
H -6.75702 1.02405 1.01423 0.0 0.0 0.0
H -5.58592 0.47426 2.21722 0.0 0.0 0.0
H -6.35137 -0.68958 1.13055 0.0 0.0 0.0
H -3.17885 1.87364 3.16846 0.0 0.0 0.0
H -3.88021 0.69113 5.18524 0.0 0.0 0.0
H -3.68771 -1.77836 5.33649 0.0 0.0 0.0
H -2.76967 -3.03411 3.36969 0.0 0.0 0.0
N 1.11722 0.73728 -3.38630 0.3 -0.1 -0.1
P 1.72410 -0.68007 -2.63198 -0.2 -0.3 -0.1
C 1.71023 -1.85659 -4.05175 0.1 0.1 0.0
C 2.54874 -1.67278 -5.15454 0.0 0.0 0.0
C 2.51953 -2.55716 -6.21958 0.0 0.0 0.0
C 1.65867 -3.64723 -6.19623 0.0 0.0 0.0
C 0.82541 -3.84218 -5.10697 0.0 0.0 0.0
C 0.85099 -2.95099 -4.04205 0.0 0.0 0.1
C 3.51433 -0.29032 -2.63920 -0.1 0.0 -0.1
C 4.03308 0.96309 -2.94529 0.1 -0.1 -0.2
C 5.40670 1.17598 -2.95552 0.0 0.0 0.0
C 6.27474 0.14240 -2.64301 0.0 0.0 0.0
C 5.76427 -1.11117 -2.32643 0.1 0.0 0.0
C 4.39674 -1.32512 -2.33033 0.0 -0.1 0.0
C -0.00943 1.46154 -3.13242 0.2 0.1 0.0
C -0.34412 2.43561 -4.09958 0.0 0.0 0.0
C -1.47869 3.18680 -3.98526 0.0 -0.1 0.1
C -2.31960 2.94255 -2.89956 0.1 0.0 0.0
C -1.92201 2.00155 -1.99494 -0.2 0.0 -0.1
N -0.76620 1.28626 -2.03322 -0.2 -0.1 0.5
H 1.50844 0.94199 -4.29713 0.0 0.1 0.0
H 3.24190 -0.83964 -5.18428 0.0 0.0 0.0
H 3.17855 -2.40247 -7.06370 0.0 0.0 0.0
H 1.64330 -4.34369 -7.02392 0.0 0.0 0.0
H 0.15393 -4.68999 -5.07952 0.0 0.0 0.0
H 0.19467 -3.11442 -3.19897 -0.1 0.0 0.0
H 3.37097 1.78731 -3.17930 0.0 0.0 0.0
H 5.79495 2.15565 -3.20227 0.0 0.0 0.0
H 7.34365 0.30716 -2.65436 0.0 0.0 0.0
H 6.43421 -1.92740 -2.09103 0.0 0.0 0.0
H 4.01552 -2.31938 -2.11921 0.0 0.0 0.0
H 0.31199 2.55007 -4.95178 0.0 0.0 0.0
H -1.72520 3.92799 -4.73335 0.0 0.0 0.0
H -3.25698 3.45771 -2.75452 0.0 0.0 0.0
H -2.58456 1.77338 -1.18085 0.0 0.0 -0.2
Br -1.94322 -1.61025 -1.76178 0.0 -0.1 0.0
C 0.43666 -2.51243 3.97498 0.0 0.0 -0.1
C 0.96024 -1.22852 3.32268 -0.1 0.1 -0.1
C 2.35039 -0.92914 3.88686 0.1 -0.1 -0.1
C 0.03652 -0.08640 3.77275 0.2 0.2 -0.1
P 0.94440 -1.37883 1.39467 0.1 0.0 0.0
C 2.31829 -0.33039 0.80750 0.0 0.1 0.1
C 1.89667 0.79644 0.11470 -0.1 0.2 0.1
C 2.75712 1.78621 -0.32382 0.0 0.0 0.3
C 4.11001 1.65165 -0.05212 0.0 0.0 0.2
C 4.57170 0.52460 0.61548 0.0 0.1 0.0
C 3.68953 -0.45622 1.04366 -0.1 -0.1 -0.1
C 1.38049 -3.17766 0.96850 -0.1 0.1 0.0
C 2.69346 -3.67040 1.58640 0.0 0.0 0.1
C 1.56774 -3.22159 -0.54290 0.0 0.0 -0.1
C 0.21707 -4.13374 1.31289 0.0 0.0 0.0
H 0.41831 -2.34540 5.05379 0.0 0.0 0.0
H 1.06908 -3.37466 3.79502 0.0 0.0 0.0
H -0.58156 -2.74273 3.66209 0.2 0.0 0.0
H 2.23715 -0.77397 4.96287 0.0 0.0 0.0
H 2.78010 -0.02102 3.46938 0.0 0.0 0.0
H 3.05558 -1.74821 3.74993 0.0 0.0 0.0
H -0.29841 -0.28524 4.79239 0.0 0.0 0.0
H -0.85133 0.01419 3.15591 0.7 0.0 0.5
H 0.56363 0.86635 3.78573 0.0 0.1 -0.1
H 0.82032 0.93499 -0.01951 0.4 0.3 -0.1
H 2.37595 2.65819 -0.83937 0.0 0.0 0.0
H 4.80464 2.41876 -0.36550 0.0 0.0 0.0
H 5.62916 0.41139 0.81356 0.0 0.0 0.0
H 4.07947 -1.31446 1.56906 0.0 0.0 0.1
H 3.55252 -3.19324 1.11495 0.0 -0.1 0.0
H 2.77687 -4.74464 1.40374 0.0 0.0 0.0
H 2.75936 -3.51889 2.66056 0.0 0.0 0.0
H 2.38439 -2.56638 -0.84316 0.0 0.0 0.0
H 0.66288 -2.93464 -1.07703 0.0 0.0 0.0
H 1.82608 -4.24097 -0.84039 0.0 0.0 0.0
H 0.32928 -4.60056 2.28633 0.0 0.0 0.1
H 0.20268 -4.93478 0.57169 0.0 0.0 0.0
H -0.75382 -3.64742 1.27477 0.1 -0.1 0.0
```
Positions in Å, forces in eV/Å.

Values from the calculation:
HOMO level	-10.373	eV
energy above the lowest of the compared OMol25 structures with the same formula, charge and spin	194.6	kJ/mol
net charge	+1
lowest unoccupied orbital energy	-2.39	eV
HOMO-LUMO gap	0.2935	Ha

Mulliken atomic charge list, values in e, 99 entries: -0.22 -0.52 0.30 -1.78 0.85 -0.69 -1.70 -0.24 1.63 1.10 -1.53 -1.65 -2.19 1.49 -0.19 -0.39 -1.53 -0.90 -0.86 1.46 -0.28 0.52 -0.03 -0.36 0.83 0.38 0.39 0.50 0.47 0.42 0.40 -0.26 0.36 0.42 0.25 0.37 0.31 0.43 0.78 0.48 0.47 0.69 0.41 1.01 1.06 -0.76 -0.79 -0.57 -0.90 -0.32 0.34 -0.71 -0.62 -0.70 -0.72 -0.37 0.36 -0.82 -1.16 -0.75 0.21 0.52 0.43 0.31 0.43 0.40 0.45 0.31 0.23 0.51 0.40 0.48 0.39 0.51 0.44 0.63 -0.01 -0.44 -1.84 2.31 -1.97 -1.10 1.37 0.57 -0.02 -0.42 -1.11 -1.54 -0.04 2.68 -1.85 -2.08 -1.55 0.63 0.38 0.14 0.55 0.44 0.23